A | Molecular formula: C5H5NO
Method: DFT, ωB97M-V with the def2-TZVPD basis set

## Properties
HOMO energy: -0.3067 Ha
orbital gap: 9.35 eV

ORCA input file:
```
! wB97M-V def2-TZVPD RIJCOSX def2/J DEFGRID3
* xyz 0 1
O -3.0751 -0.7622 -0.3674
N -0.9682 2.2397 0.1683
C -0.1985 1.2737 0.2145
C -4.0950 -0.3067 -0.2402
C 1.9322 -0.2907 0.3867
C 0.6507 0.3120 0.1011
C 0.9392 -1.0615 -0.4107
H 0.3266 -1.6896 0.1202
H 1.1607 -1.3471 -1.5324
H 2.9501 0.0695 -0.1875
H -1.8785 2.3670 0.4835
H 2.2558 -0.8040 1.2639
*
```


B | Molecular formula: C5H5NO
Method: DFT, ωB97M-V with the def2-TZVPD basis set

## Properties
HOMO energy: -0.3963 Ha
structure (SMILES): C#C[C@@H](C#N)CO
orbital gap: 11.47 eV

ORCA input file:
```
! wB97M-V def2-TZVPD RIJCOSX def2/J DEFGRID3
* xyz 0 1
O 0.3677 1.2793 -1.5290
N -1.7485 -0.2089 2.4903
C 1.4649 -1.8863 -0.1477
C -0.5989 -0.2144 0.1287
C -1.2220 -0.2392 1.4610
C -0.2170 1.2381 -0.2589
C 0.5483 -1.1282 0.0279
H -1.3502 -0.5552 -0.5939
H -1.1364 1.8265 -0.3112
H 2.2573 -2.5873 -0.3023
H 0.4265 1.6729 0.5190
H 1.2084 0.8027 -1.4839
*
```


C | Molecular formula: C5H5NO
Method: DFT, ωB97M-V with the def2-TZVPD basis set

## Properties
HOMO energy (alpha / beta): -0.3338 / -0.3337 Ha
orbital gap (alpha / beta): 8.39 / 8.39 eV

ORCA input file:
```
! wB97M-V def2-TZVPD RIJCOSX def2/J DEFGRID3
* xyz 0 1
O 2.2245 1.1833 0.1463
N 0.3484 -1.8963 -2.5483
C -0.5995 -1.0375 -0.2780
C -0.8950 0.4134 -0.0781
C 0.2451 -0.2374 0.7288
C -0.0735 -1.5207 -1.5397
C 1.2240 0.7466 0.5402
H -1.1452 -1.7952 0.2808
H -0.8166 1.5917 0.8093
H -0.5048 0.9506 -0.9540
H -0.0413 -0.3717 1.7700
H 0.0341 1.9731 1.1226
*
```


How far above the most stable structure does each one sit? In kJ/mol: A 139.9; B 0.0; C 436.5.


A | Molecular formula: C5H5NO
Method: DFT, ωB97M-V with the def2-TZVPD basis set

## Properties
HOMO energy (alpha / beta): -0.2826 / -0.2757 Ha
orbital gap (alpha / beta): 7.39 / 7.30 eV

ORCA input file:
```
! wB97M-V def2-TZVPD RIJCOSX def2/J DEFGRID3
* xyz 0 1
O 0.4296 -1.4555 -1.4318
N -0.2735 1.5637 1.1583
C -0.8402 -0.6329 0.4169
C 0.9945 1.3324 0.9122
C 1.2505 0.5380 -0.3743
C -1.1785 0.6290 1.0865
C 0.2124 -0.5705 -0.4338
H 1.2065 1.1025 -1.3215
H -2.1779 0.8517 1.4719
H 2.2510 0.0872 -0.3000
H -0.3935 -1.9315 -1.6198
H -1.4809 -1.5141 0.4352
*
```


B | Molecular formula: C5H5NO
Method: DFT, ωB97M-V with the def2-TZVPD basis set

## Properties
HOMO energy (alpha / beta): -0.3352 / -0.3187 Ha
orbital gap (alpha / beta): 8.31 / 7.80 eV

ORCA input file:
```
! wB97M-V def2-TZVPD RIJCOSX def2/J DEFGRID3
* xyz 0 1
O -1.6638 0.8380 -0.0565
N 2.7789 -0.3422 -0.5805
C -2.0991 -0.4600 -0.1238
C 1.9721 0.2556 0.2624
C -1.5426 -1.5809 -0.2712
C 0.6872 0.6547 -0.0945
C -0.4523 1.2849 -0.1227
H 2.1561 0.2300 1.3362
H -0.3574 2.4477 -0.1343
H -3.2701 -0.2650 0.1333
H -1.8309 -2.6004 -0.3217
H 3.6219 -0.4623 -0.0266
*
```


How far above the most stable structure does each one sit? In kJ/mol: A 0.0; B 329.6.


A | Molecular formula: C5H5NO
Method: DFT, ωB97M-V with the def2-TZVPD basis set

## Properties
HOMO energy: -0.3918 Ha
structure (SMILES): C#C[C@@H](O)CC#N
orbital gap: 11.32 eV

ORCA input file:
```
! wB97M-V def2-TZVPD RIJCOSX def2/J DEFGRID3
* xyz 0 1
O 0.0839 0.7051 -1.8482
N -1.4445 -1.0293 2.3210
C -1.1861 -0.3774 -0.2024
C -0.0450 0.6212 -0.4426
C -1.3446 -0.7370 1.2064
C 2.1694 -0.1879 0.8188
C 1.1879 0.1759 0.2240
H -0.3359 1.5953 -0.0220
H -0.9708 -1.2792 -0.7802
H -2.1222 0.0440 -0.5757
H 0.9800 0.9974 -2.0546
H 3.0278 -0.5281 1.3554
*
```


B | Molecular formula: C5H5NO
Method: DFT, ωB97M-V with the def2-TZVPD basis set

## Properties
HOMO energy (alpha / beta): -0.3370 / -0.3370 Ha
orbital gap (alpha / beta): 8.47 / 8.47 eV

ORCA input file:
```
! wB97M-V def2-TZVPD RIJCOSX def2/J DEFGRID3
* xyz 0 1
O -1.4360 -1.7203 1.1545
N 0.9888 -1.9340 -1.6341
C 1.2067 0.7878 0.4621
C 0.6904 -0.9137 -1.1722
C -1.0945 -0.6802 0.7767
C 0.3169 0.4018 -0.6871
C -0.2597 0.4621 0.7339
H -1.8336 -0.1070 -0.7072
H 2.0269 0.1221 0.7210
H -1.1116 0.3903 -1.1618
H -0.8772 1.3581 0.8106
H 1.3830 1.8329 0.7037
*
```


C | Molecular formula: C5H5NO
Method: DFT, ωB97M-V with the def2-TZVPD basis set

## Properties
HOMO energy: -0.4017 Ha
structure (SMILES): C#C[C@@H](C#N)CO
orbital gap: 11.59 eV

ORCA input file:
```
! wB97M-V def2-TZVPD RIJCOSX def2/J DEFGRID3
* xyz 0 1
O -2.0443 -0.6120 -0.0763
N 2.6348 -1.4848 -0.1946
C 1.6351 -0.9104 -0.2717
C 0.3371 -0.2320 -0.4011
C 0.4315 1.1854 -0.0153
C 0.4963 2.3453 0.2997
C -0.7691 -0.9774 0.3814
H -2.0262 0.2965 -0.3922
H 0.0545 -0.2854 -1.4605
H -0.6641 -2.0512 0.2021
H 0.5734 3.3764 0.5730
H -0.6371 -0.7911 1.4578
*
```


D | Molecular formula: C5H5NO
Method: DFT, ωB97M-V with the def2-TZVPD basis set

## Properties
HOMO energy: -0.3302 Ha
orbital gap: 9.52 eV

ORCA input file:
```
! wB97M-V def2-TZVPD RIJCOSX def2/J DEFGRID3
* xyz 0 1
O 1.3300 0.8499 0.7342
N -0.2862 2.8243 -0.1200
C 0.3099 -0.5752 -0.8007
C -0.2432 1.6622 -0.1082
C 1.2715 -0.2823 0.2405
C -0.7875 0.3356 -0.5242
C -0.6000 -0.7440 0.5592
H 0.3198 -1.3662 -1.5644
H -0.6033 -0.2754 1.5511
H -1.7064 0.3989 -1.0889
H 1.9496 -1.0679 0.5556
H -0.9543 -1.7599 0.5657
*
```


How far above the most stable structure does each one sit? In kJ/mol: A 0.0; B 428.1; C 20.1; D 188.9.


A | Molecular formula: C5H5NO
Method: DFT, ωB97M-V with the def2-TZVPD basis set

## Properties
HOMO energy: -0.3282 Ha
structure (SMILES): N#C[C@H]1CC=CO1
orbital gap: 9.67 eV

ORCA input file:
```
! wB97M-V def2-TZVPD RIJCOSX def2/J DEFGRID3
* xyz 0 1
O -0.2681 -1.2017 0.3920
N 2.6997 0.0641 -0.4916
C 0.3522 0.1555 0.5951
C -1.7855 0.4448 -0.3754
C -0.6913 1.2105 0.1878
C -1.3643 -0.8501 -0.3443
C 1.6132 0.0787 -0.0813
H -1.7745 -1.6774 -0.7576
H -2.7623 0.8360 -0.7972
H 0.6398 0.1422 1.5796
H -0.3921 1.9298 -0.5936
H -1.2098 1.6985 0.9834
*
```


B | Molecular formula: C5H5NO
Method: DFT, ωB97M-V with the def2-TZVPD basis set

## Properties
HOMO energy: -0.3802 Ha
structure (SMILES): N#C[C@@H]1C[C@@H]1C=O
orbital gap: 11.04 eV

ORCA input file:
```
! wB97M-V def2-TZVPD RIJCOSX def2/J DEFGRID3
* xyz 0 1
O 0.9644 2.3496 0.9543
N -2.4915 -0.4341 1.2317
C -1.7108 -0.3688 0.3795
C 0.5715 -1.0573 -0.4607
C -0.7114 -0.3046 -0.6640
C 0.7097 1.1723 0.9006
C 0.5890 0.4392 -0.3940
H -1.1176 -0.2082 -1.6648
H 0.5257 0.5727 1.8168
H 0.9886 0.9838 -1.2418
H 0.6622 -1.6115 0.4694
H 1.0202 -1.5331 -1.3272
*
```


How far above the most stable structure does each one sit? In kJ/mol: A 89.8; B 0.0.